87
Properties=species:S:1:pos:R:3:forces:R:3 method="wB97M-V/def2-TZVPD" orbital_gap_ev=5.055 relative_energy_ev=0.000 charge=-2 lumo_energy_ha=0.137 largest_force_ha_per_bohr=0.0121 spin_multiplicity=1
Bi 0.04783 -0.21994 0.39292 0.0 0.0 0.2
Se -2.90514 -0.55963 1.34123 0.5 -0.1 0.3
Te -5.15528 -1.02415 0.32645 -0.1 0.1 0.0
Te -2.25657 -3.67924 3.95508 -0.1 -0.1 0.1
Se -1.53618 -2.46624 1.88850 -0.3 0.1 -0.4
C 2.92165 2.51556 -1.26243 -0.1 0.0 0.0
C 2.02058 2.99184 -0.16435 0.1 0.0 0.0
C 1.92561 4.33339 0.16635 0.0 0.0 0.0
C 1.03862 4.69836 1.17704 0.0 0.0 0.0
C 0.31564 3.73985 1.84505 0.1 0.0 0.0
C 0.50390 2.37850 1.50623 0.0 0.0 0.0
N 1.34353 2.05326 0.49423 -0.1 0.0 0.0
N -0.13362 1.33206 2.07318 -0.2 0.1 0.1
Si -0.61610 1.38172 3.75034 0.1 0.0 0.1
C 0.63950 2.44096 4.70632 0.0 0.0 0.0
C -0.54861 -0.29691 4.54600 0.0 0.1 -0.1
C -2.30082 2.16520 4.02129 0.0 0.0 0.0
H 3.89773 2.24232 -0.85151 0.0 0.0 0.0
H 3.06090 3.28781 -2.01905 0.0 0.0 0.0
H 2.47138 1.64108 -1.72966 0.0 0.0 0.0
H 2.48378 5.07142 -0.39346 0.0 0.0 0.0
H 0.89536 5.74497 1.42303 0.0 0.0 0.0
H -0.41436 4.01029 2.59437 0.0 0.0 0.0
H 1.64628 2.32285 4.29788 0.0 0.0 0.0
H 0.65710 2.09124 5.74235 0.0 0.0 0.0
H 0.40375 3.50632 4.72095 0.0 0.0 0.0
H 0.28258 -0.88788 4.15670 0.0 0.0 0.0
H -1.45751 -0.88200 4.41262 0.0 0.0 0.0
H -0.39944 -0.16488 5.62204 0.0 0.0 0.0
H -2.34392 3.17646 3.60689 0.0 0.0 0.0
H -2.51292 2.22828 5.09320 0.0 0.0 0.0
H -3.08082 1.56783 3.54864 0.0 0.0 0.0
Cl 6.96045 -4.49780 1.76692 0.0 0.0 0.0
C 5.37124 -3.87412 1.35699 0.0 0.0 0.0
C 4.58322 -4.56131 0.41525 0.0 0.0 0.0
C 3.34445 -4.09586 0.08222 0.0 0.0 0.0
C 2.78128 -2.89659 0.66114 -0.1 0.1 0.0
O 1.63928 -2.49376 0.32891 0.1 0.0 -0.1
C 3.62986 -2.22348 1.61173 0.0 -0.1 -0.1
C 3.22977 -1.00233 2.26083 0.0 0.1 0.0
O 2.22240 -0.33752 2.07139 0.1 -0.1 0.0
C 4.89708 -2.73589 1.94160 0.0 0.0 0.0
H 4.97169 -5.46438 -0.04035 0.0 0.0 0.0
H 2.73687 -4.62206 -0.64382 0.0 0.0 0.0
H 3.95638 -0.63703 3.01943 0.0 0.0 0.0
H 5.50069 -2.20529 2.67068 0.0 0.0 0.0
Cl -2.35050 4.59681 -2.44694 0.0 0.1 0.0
C -2.25723 3.21458 -1.31967 0.0 -0.1 0.1
C -1.00380 2.34979 -1.49262 -0.2 0.0 0.1
O -0.07317 2.69456 -2.19423 0.2 0.0 -0.1
O -1.13677 1.28826 -0.77684 0.0 0.1 -0.2
H -3.14624 2.60399 -1.45002 0.0 0.0 0.0
H -2.24888 3.61691 -0.30851 0.0 0.0 0.0
C -1.11468 -3.71418 -3.35954 0.0 0.0 0.1
P -1.36526 -3.34172 -1.59984 0.3 -0.2 -0.2
C -3.12370 -3.52954 -1.34449 0.0 0.0 0.0
C -0.57526 -4.70378 -0.71071 0.0 0.0 0.0
O -0.76446 -2.00729 -1.30542 -0.4 0.2 0.1
H -1.58307 -4.65797 -3.64237 0.0 0.0 0.0
H -0.04326 -3.75728 -3.55933 0.0 0.0 0.0
H -1.54093 -2.89844 -3.94425 0.0 0.0 0.0
H -3.45248 -4.47126 -1.79124 0.0 0.0 0.0
H -3.66816 -2.69592 -1.78765 0.0 0.0 0.0
H -3.34558 -3.53470 -0.27808 0.0 0.0 0.0
H -0.41330 -5.56058 -1.36757 0.0 0.0 0.0
H -1.18190 -4.99693 0.14594 0.0 0.0 0.0
H 0.37331 -4.31309 -0.33959 0.0 0.0 0.0
C 4.83959 0.36951 -3.24444 0.0 0.0 0.0
N 3.60516 -0.39664 -3.20954 0.0 0.0 0.1
C 3.55041 -1.35214 -2.11454 0.0 0.0 0.0
C 2.44263 0.09094 -3.73775 -0.1 0.1 -0.1
S 0.94074 -0.25872 -3.13379 0.1 -0.2 0.0
N 2.61872 0.92851 -4.82300 0.0 0.0 0.0
C 1.51018 1.76756 -5.24081 0.0 0.0 0.0
C 3.50096 0.52897 -5.90183 0.0 0.0 0.0
H 5.14354 0.60970 -2.22262 0.0 0.0 0.0
H 4.69723 1.30009 -3.78717 0.0 0.0 0.0
H 5.64565 -0.20364 -3.71283 0.0 0.0 0.0
H 4.45794 -1.95894 -2.12592 0.0 0.0 0.0
H 2.67242 -1.98451 -2.20161 0.0 0.0 0.0
H 3.48655 -0.83904 -1.14847 0.0 0.0 0.0
H 0.97849 2.14166 -4.36813 0.0 0.0 0.0
H 0.80152 1.22088 -5.87366 0.0 0.0 0.0
H 1.91688 2.60732 -5.81098 0.0 0.0 0.0
H 4.12245 -0.30854 -5.59518 0.0 0.0 0.0
H 4.14998 1.35353 -6.21283 0.0 0.0 0.0
H 2.91051 0.21591 -6.77160 0.0 0.0 0.0



15
Properties=species:S:1:pos:R:3:forces:R:3 method="wB97M-V/def2-TZVPD" orbital_gap_ev=7.542 relative_energy_ev=0.000 charge=-2 lumo_energy_ha=0.233 largest_force_ha_per_bohr=0.0517 smiles="NC(=O)[C@@]1(C(=O)[O-])O[C@@H]1C(=O)[O-]" spin_multiplicity=1
C -1.48995 0.32184 -0.60845 1.8 -0.9 -1.0
C 2.15916 0.90110 0.69877 -0.2 0.0 -0.6
C 0.20282 -1.69618 -0.11143 -0.1 -0.2 -0.3
C 0.97243 0.87013 -0.32190 -0.2 0.6 0.9
C 0.05661 -0.25071 -0.65429 -2.0 1.0 1.4
N -2.09115 -0.02233 0.53483 -0.4 0.0 0.3
O 3.26031 0.44115 0.38520 0.5 -0.4 -0.4
O -0.53485 -1.97274 0.88272 0.0 0.0 0.4
O -1.99870 0.97920 -1.50868 0.1 0.2 0.0
O 1.83946 1.50384 1.74178 -0.4 0.2 0.4
O 0.93502 -2.48592 -0.70038 0.4 0.0 -0.4
O 0.90993 0.29030 -1.60857 0.2 -0.3 -0.7
H 0.46374 1.84510 -0.28900 0.1 -0.2 0.0
H -1.59214 -0.84084 0.97997 -0.1 0.0 0.1
H -3.09269 0.11605 0.57943 0.2 0.0 -0.1